No. 1
The following is a DFT calculation (ωB97M-V/def2-TZVPD) of a molecular structure, C4H5NO at a distorted geometry.

Cartesian coordinates (Å):
N -0.94804 2.96551 0.23858
C 0.78761 -0.13614 0.11340
H 1.57946 0.40350 0.62059
H -1.52819 0.34554 0.04086
C 0.92305 -0.67305 -1.10394
C -0.27118 -0.76713 0.88239
H 0.01631 -1.33139 1.77129
O -1.46437 -0.75695 0.54715
H 1.87585 -0.65012 -1.61738
C -1.07831 1.81142 0.09022
H 0.10782 -1.21120 -1.58316

Output
**Calculated total energy**: -285.27964 a.u.
**Energy above the lowest of the compared OMol25 structures with the same formula, charge and spin**: 354.3 kJ/mol
**Strongest force on any atom**: 2.09 eV Å⁻¹
**HOMO-LUMO gap**: 9.363 eV
**Molar mass**: 83.1 g mol⁻¹
**Highest occupied orbital energy**: -10.32 eV

Mulliken atomic charge list, values in e, 6 entries:
1 N -0.47
2 C -0.38
3 H 0.34
4 H 0.38
5 C -0.46
6 C 0.21

=====

No. 2
The following is a DFT calculation (ωB97M-V/def2-TZVPD) of a molecular structure, C22H27BeN2PS4Sb.

Cartesian coordinates (Å):
H -1.23759 0.45083 3.79484
C 0.12349 4.01583 -2.10440
H -1.28181 0.43307 1.39818
H -3.21814 3.66499 -1.74000
H 0.91602 2.19923 0.72631
H 0.62973 -0.52879 -2.94634
H 0.21798 -0.53944 3.72068
C -3.43426 0.21407 -2.35118
H -2.85822 2.13890 0.37017
H -5.16578 1.45071 0.86818
C -1.10164 3.36384 -1.93278
C -0.31975 0.27098 3.22784
Sb -0.15944 -3.67906 0.69230
C -1.02536 1.40461 -5.85115
C 0.52857 1.53334 3.21930
C -1.28808 1.76313 -4.53969
C 1.87617 1.40338 2.49621
H 1.12438 -1.15026 -5.28244
N 1.69884 0.32616 0.26218
H 1.03301 3.42621 -2.16784
H 1.15752 5.87577 -2.33705
P -0.99831 1.52761 -1.72377
C -0.68638 1.07933 -3.48149
H 0.70317 1.81215 4.26174
S -0.46941 -1.75596 -0.78560
C 0.44930 -0.32887 -5.07936
C 1.79924 1.60550 0.97967
H 0.04882 0.07044 -7.14784
C -4.68820 1.11058 -0.04189
H 2.67259 2.16140 0.62737
H -2.94113 -0.16587 -3.23632
S -1.73412 -3.27300 2.33744
H -0.90769 7.23935 -2.17054
H -1.96377 2.58491 -4.33294
C -5.36658 0.27036 -0.91544
H 2.56943 -0.24259 0.38237
C -0.15373 0.35461 -6.12257
S 1.65214 -2.33985 1.90980
H -1.49801 1.94307 -6.66333
C 0.19685 5.39469 -2.20195
H -5.24830 -0.85609 -2.73513
H -3.09171 6.11303 -1.88664
H 2.30782 0.41765 2.69657
H -0.04385 2.35559 2.77162
Be 0.54404 -0.86637 0.76241
N -0.65783 -0.21306 1.87635
C -2.25247 4.14076 -1.85764
C -0.96108 6.15957 -2.11315
H 1.60669 0.48986 -0.73529
C -3.38878 1.49654 -0.32689
C -2.75259 1.07016 -1.49393
S 3.45824 -2.21342 0.87920
C -2.18233 5.52762 -1.94633
C 0.18583 0.03176 -3.76218
H 2.57169 2.13613 2.90932
C -4.73418 -0.18038 -2.06351
H -6.37634 -0.04735 -0.68941
H -1.21059 -1.08810 1.99510

Output
**Calculated total energy**: -3153.42703 a.u.
**Total charge**: -1
**Strongest force on any atom**: 0.31 eV Å⁻¹
**HOMO-LUMO gap**: 5.993 eV
**Molar mass**: 609.5 g mol⁻¹
**Highest occupied orbital energy**: -3.67 eV

Mulliken atomic charge list, values in e, 6 entries:
1 H 0.42
2 C -0.54
3 H 0.03
4 H 0.35
5 H 0.09
6 H 0.15

=====

No. 3
The following is a DFT calculation (ωB97M-V/def2-TZVPD) of a gas-phase ion, C10H12NO (charge +1) at a distorted geometry.

Cartesian coordinates (Å):
H -1.77511 0.04383 3.17384
C -2.00715 -0.33734 2.13412
H 0.26700 0.53109 -2.72027
H -0.86856 -1.85930 1.22903
N -2.47909 0.66531 1.26315
C -0.37428 0.14789 0.56891
H 0.90543 3.41036 0.18370
H 0.06538 -0.80680 2.36134
C -0.73532 -0.83482 1.55817
H 1.20343 -2.98254 -2.17248
H 0.11901 1.96203 2.00057
H 1.32006 -1.39164 -2.84799
C 0.20217 1.53304 0.98898
C 0.23079 -0.25270 -0.75216
O -1.73479 0.75482 0.28543
H 2.65489 -2.10175 -1.90082
C 1.01562 -1.46820 -0.76414
H 0.96697 2.80440 -1.99683
C 0.37424 0.71997 -1.69841
H -2.88519 -0.91486 2.27853
C 1.59599 -1.98793 -2.01435
C 0.52865 2.02131 -1.34627
C 0.54420 2.43558 -0.00009
H 0.86565 -2.09177 0.18804

Output
**Calculated total energy**: -517.77366 a.u.
**Energy above the lowest of the compared OMol25 structures with the same formula, charge and spin**: 555.4 kJ/mol
**Total charge**: +1
**Strongest force on any atom**: 6.98 eV Å⁻¹
**HOMO-LUMO gap**: 6.090 eV
**Molar mass**: 162.2 g mol⁻¹
**Highest occupied orbital energy**: -12.17 eV

Mulliken atomic charge list, values in e, 6 entries:
1 H 0.30
2 C -0.52
3 H 0.45
4 H 0.44
5 N -0.08
6 C 1.51